(1)
10
Properties=species:S:1:pos:R:3:nbo_charge:R:1 method="wB97M-V/def2-TZVPD" e_homo_ha=-0.3531
Cl 2.589 0.417 -0.465 -0.106
N -0.661 -1.091 -0.266 -0.823
N -0.946 1.222 -0.740 -0.666
C 0.980 0.395 0.581 -0.367
C -0.231 0.241 -0.219 0.392
H 0.865 1.419 1.034 0.258
H -1.797 0.830 -1.143 0.327
H 1.095 -0.399 1.262 0.214
H -0.224 -1.780 0.331 0.382
H -1.671 -1.254 -0.375 0.388


(2)
13
Properties=species:S:1:pos:R:3:nbo_charge:R:1 method="wB97M-V/def2-TZVPD" e_homo_ha=-0.1162 charge=-1
S -0.167 -0.783 2.432 1.329
F 2.057 0.469 -1.106 -0.368
O -0.791 -1.827 3.320 -1.071
O -1.006 -0.517 1.231 -1.085
C 0.136 -0.559 -1.769 -0.509
C -0.153 1.446 -0.390 -0.679
C 0.668 0.408 -1.050 0.435
H -0.047 2.566 -0.713 0.190
H -0.914 -0.770 -1.755 0.204
H 0.458 -1.444 -2.253 0.202
H -0.006 1.444 0.789 0.261
H 0.910 -1.624 1.825 -0.153
H -1.146 1.190 -0.561 0.242


What did we get for DFT total energy? Answer: -17657.245, -20854.878 eV, in the order shown.
What did we get for energy relative to the best compared isomer or geometry (same formula, charge and spin)? Answer: 7.6, 39.0 kcal/mol, in the order shown.